No. 1
Entry from the OMol25 dataset: a cluster of 40 separate species, H80O40 in total at a distorted geometry (wB97M-V/def2-TZVPD).

```
120
Properties=species:S:1:pos:R:3:lowdin_charge:R:1
H -1.581 -1.437 1.681 0.04
H -0.247 -1.346 2.166 0.05
O -0.755 -1.961 1.600 -0.10
H -2.618 -4.241 2.654 0.05
H -1.818 -2.998 2.549 -0.03
O -2.359 -3.479 3.191 -0.05
H 5.376 -1.994 2.998 0.03
H 5.715 -3.100 1.993 0.03
O 5.831 -2.155 2.142 -0.07
H -2.266 -5.467 -2.926 0.01
H -1.997 -3.967 -3.103 0.00
O -2.611 -4.663 -3.351 -0.08
H 2.784 1.214 1.143 -0.01
H 3.996 0.413 1.862 0.03
O 3.699 0.986 1.162 -0.05
H 0.030 0.587 0.576 0.01
O 0.315 0.687 -0.330 -0.06
H 3.907 1.998 3.890 0.07
O 3.528 1.115 3.806 -0.05
H -1.326 3.358 -5.330 0.07
H -0.928 3.211 -3.985 0.04
O -1.138 3.956 -4.586 -0.05
H -0.623 -3.633 0.994 0.03
H 0.406 -4.481 0.515 0.05
O -0.293 -4.549 1.193 -0.06
H -0.457 -0.833 -3.211 0.02
H -0.372 -1.672 -4.580 0.07
O -0.935 -1.186 -3.968 -0.06
H -1.494 3.816 1.742 0.05
H -0.917 4.300 0.374 0.05
O -0.828 3.634 1.072 -0.04
H -2.898 2.949 -1.206 0.03
O -2.988 2.051 -0.842 -0.03
H -3.523 1.071 -5.082 0.02
H -3.537 -0.360 -4.544 0.04
O -3.391 0.555 -4.284 -0.06
H -2.688 1.408 4.717 0.02
H -2.329 2.839 4.406 0.02
O -2.888 2.309 4.988 -0.04
H -4.585 -3.943 2.104 0.04
H -5.560 -2.688 1.706 0.07
O -4.939 -3.361 1.429 -0.03
H 5.066 -0.525 -3.803 0.05
H 5.952 0.655 -3.460 0.06
O 5.965 -0.315 -3.526 -0.07
H -2.200 4.981 -1.806 -0.01
H -0.830 5.729 -1.819 0.01
O -1.708 5.743 -1.437 -0.05
H -4.014 3.568 -3.021 0.07
H -2.749 4.245 -3.833 0.04
O -3.216 4.099 -2.983 -0.07
H 3.933 2.349 -1.460 -0.04
O 4.806 2.020 -1.335 -0.05
H -0.751 1.904 1.792 0.02
H -0.132 1.238 3.136 0.02
O -0.848 1.252 2.507 -0.03
H 3.730 -3.153 -0.446 0.02
O 3.070 -3.871 -0.569 -0.07
H 3.027 2.719 0.235 0.05
H 1.872 2.589 -0.837 0.03
O 2.063 2.698 0.107 -0.08
H -2.996 -3.334 -0.929 -0.01
H -4.266 -3.655 -0.077 -0.02
O -3.957 -3.392 -0.967 -0.08
H -3.839 4.071 1.107 0.01
H -4.037 2.941 0.155 -0.02
O -4.526 3.462 0.841 -0.07
H -0.013 2.345 5.876 0.05
H -0.101 1.462 4.594 -0.03
O 0.178 1.474 5.515 -0.03
H 6.061 -1.475 -2.112 0.01
H 5.350 -2.824 -2.413 0.05
O 5.255 -1.959 -2.003 -0.07
H -4.736 0.470 -0.519 -0.01
H -6.186 0.656 0.085 0.03
O -5.659 0.230 -0.578 -0.03
H 2.137 -1.983 0.197 -0.01
H 3.220 -1.185 0.364 0.04
O 2.439 -1.169 -0.222 -0.06
H 2.724 5.370 -1.210 0.07
H 1.332 5.391 -1.860 0.03
O 2.065 4.819 -1.643 -0.02
H -0.195 1.187 -4.026 0.04
H 0.169 1.234 -2.453 0.04
O 0.454 1.436 -3.356 -0.05
H -3.106 0.572 2.640 0.04
H -3.464 -0.377 1.349 0.05
O -2.934 -0.221 2.130 -0.03
H -0.705 -5.578 -0.826 0.02
O -0.603 -5.640 -1.780 -0.05
H 1.912 3.987 1.816 -0.01
H 2.364 5.055 2.691 0.04
O 1.527 4.648 2.412 -0.07
H 4.793 1.063 -1.227 0.03
H 1.288 0.827 -0.350 0.04
H 2.894 -3.613 -1.487 0.05
H 2.571 1.254 3.816 0.05
H -2.231 2.055 -0.261 0.02
H -0.667 -6.569 -2.027 0.06
O 3.154 -1.357 4.328 -0.07
H 3.163 -0.534 4.811 0.01
H 2.412 -1.471 3.721 -0.03
O -1.228 -1.120 -1.477 -0.05
H -1.505 -0.344 -0.986 0.02
H -0.288 -1.154 -1.250 0.03
O 2.610 2.179 -2.934 -0.07
H 2.552 3.121 -3.131 0.04
H 2.448 1.737 -3.768 0.05
O -0.505 -1.551 4.322 -0.03
H -0.051 -2.079 4.981 0.07
H -1.356 -1.800 3.943 0.02
O -0.002 -5.426 3.926 -0.07
H -0.120 -4.865 3.136 -0.03
H 0.967 -5.401 3.894 0.04
O 1.740 -2.243 2.348 -0.06
H 1.512 -2.759 1.568 0.03
H 1.005 -2.689 2.822 0.05
O -1.831 -0.470 -6.253 -0.10
H -1.572 -1.309 -6.649 0.04
H -1.352 -0.369 -5.389 -0.01
```

Calculated values
* HOMO: -9.80 eV
* ΔE to the lowest compared entry with this formula, charge and spin: 221.2 kcal per mole
* LUMO level: -0.602 eV
* Kohn-Sham gap: 0.3382 hartree
* E: -3057.40486 Ha
* multiplicity: 1


No. 2
Entry from the OMol25 dataset: a cluster of 40 separate species, H80O40 in total at a distorted geometry (wB97M-V/def2-TZVPD).

```
120
Properties=species:S:1:pos:R:3:lowdin_charge:R:1
H 2.147 -2.042 -2.249 0.05
H 2.053 -2.386 -0.678 0.06
O 1.505 -2.257 -1.471 -0.08
H 0.360 -1.172 -4.380 0.01
H 1.336 -0.400 -3.500 0.04
O 0.985 -0.355 -4.411 -0.11
H -5.972 2.115 -1.818 0.01
H -5.105 2.216 -0.590 0.02
O -6.012 2.214 -0.851 -0.06
H 3.864 -0.397 5.486 0.06
H 2.321 -0.391 6.280 0.07
O 2.918 -0.153 5.500 -0.09
H 3.903 3.705 4.598 -0.01
H 2.574 4.540 4.603 0.07
O 3.211 3.985 5.163 -0.07
H 2.473 0.134 0.554 0.06
O 1.557 0.436 0.338 -0.09
H -6.109 -2.865 -1.397 0.04
O -5.593 -3.415 -0.734 -0.07
H -5.133 0.628 2.700 0.11
H -3.711 1.320 2.403 0.00
O -4.224 0.904 3.086 -0.08
H -7.508 -1.085 -0.921 0.09
H -7.092 0.414 -1.401 -0.01
O -6.843 -0.343 -0.911 -0.06
H -1.531 -2.141 -4.345 0.10
H -0.498 -2.936 -5.134 0.08
O -0.571 -2.344 -4.394 -0.01
H 1.033 1.495 -4.693 0.00
H 2.139 2.016 -5.363 0.04
O 1.589 2.279 -4.629 -0.05
H -2.978 3.822 -3.248 -0.01
O -2.751 3.472 -4.130 -0.07
H 3.673 -3.694 1.219 -0.01
H 4.976 -3.195 0.697 0.02
O 4.275 -3.857 0.506 -0.06
H 5.385 -1.725 3.097 0.02
H 6.459 -1.766 1.970 0.11
O 5.499 -1.959 2.193 -0.07
H -3.153 4.543 3.673 0.04
H -1.866 3.976 3.295 0.03
O -2.322 4.313 4.090 -0.06
H -4.099 2.747 -1.998 0.03
H -5.147 3.905 -1.973 0.10
O -4.177 3.689 -2.004 -0.06
H 5.951 1.917 -1.348 0.11
H 6.673 0.456 -1.630 0.09
O 6.215 1.018 -0.933 -0.10
H 0.178 -4.025 1.968 0.06
H -0.049 -5.577 1.795 0.04
O -0.435 -4.705 1.638 -0.05
H -0.408 3.614 1.358 0.04
O 0.327 2.996 1.537 -0.05
H 0.796 -2.880 5.888 0.01
H 0.770 -1.587 6.492 0.00
O 1.345 -2.339 6.417 -0.05
H 4.882 2.516 1.576 0.03
O 5.040 1.800 2.302 -0.12
H 3.556 -1.657 2.881 -0.01
H 2.633 -2.375 3.909 0.02
O 3.323 -2.472 3.272 -0.03
H 0.751 4.118 -4.323 0.05
H -0.736 4.777 -4.553 -0.01
O 0.191 4.957 -4.493 -0.09
H -1.604 -1.928 4.875 0.04
H -0.627 -0.807 5.313 0.05
O -0.704 -1.742 5.084 -0.04
H -6.108 -0.135 -2.779 0.03
H -5.344 0.671 -4.026 0.08
O -5.737 0.718 -3.124 -0.09
H -1.237 1.528 0.117 0.01
H -1.673 0.142 0.933 0.02
O -1.946 0.905 0.380 -0.09
H 0.071 4.229 -1.787 0.05
H -0.562 3.720 -3.005 -0.03
O -0.794 4.010 -2.131 -0.05
H -2.885 3.914 0.057 0.05
H -4.289 4.374 0.799 0.03
O -3.327 4.339 0.855 -0.08
H 2.436 -4.368 -4.243 0.07
H 1.427 -3.359 -3.827 0.01
O 1.785 -3.768 -4.652 -0.07
H -3.620 -1.665 -3.092 0.05
H -4.519 -2.715 -2.902 0.05
O -4.529 -1.868 -3.426 -0.08
H 2.311 -1.459 -4.237 0.04
H 3.995 -1.571 -4.029 0.06
O 3.133 -1.516 -3.667 -0.07
H -1.195 -0.757 2.976 0.01
O -2.069 -0.887 2.576 -0.08
H -2.466 2.282 5.005 0.02
H -1.024 2.477 4.610 0.03
O -1.740 1.833 4.601 -0.05
H -0.180 2.258 1.938 0.03
H 1.375 1.357 0.154 0.04
H 5.026 0.865 2.018 0.01
H -5.132 -2.717 -0.252 0.04
H -2.171 2.766 -3.812 0.03
H -2.673 -0.195 2.951 0.01
O -0.121 -5.978 -2.891 -0.04
H -0.016 -6.251 -1.981 0.01
H -0.579 -5.155 -2.763 -0.01
O -0.898 -3.196 -0.849 -0.07
H -0.195 -2.649 -1.291 0.00
H -0.905 -4.080 -1.194 -0.01
O 1.377 -0.168 2.871 -0.05
H 1.860 0.382 3.483 0.02
H 0.905 0.304 2.173 0.00
O -0.335 0.404 -1.533 -0.05
H 0.431 -0.107 -1.261 0.00
H -1.026 -0.097 -1.951 0.03
O 1.402 -5.341 -0.487 -0.05
H 1.035 -5.535 0.387 0.01
H 1.497 -4.383 -0.532 0.00
O 5.201 4.083 0.802 -0.03
H 4.547 4.762 0.612 0.07
H 5.577 4.401 1.608 0.04
O 3.767 -0.253 -0.912 -0.09
H 4.677 0.177 -0.847 0.02
H 3.552 -0.797 -1.677 0.00
```

Calculated values
* HOMO: -10.23 eV
* ΔE to the lowest compared entry with this formula, charge and spin: 222.2 kcal per mole
* LUMO level: -0.451 eV
* Kohn-Sham gap: 0.3593 hartree
* E: -3057.40329 Ha
* multiplicity: 1